# 1
The following is a DFT calculation (ωB97M-V with the def2-TZVPD basis set) of a cluster of 2 separate species, C2H6Cl2O3Si in total at a distorted geometry.

Last column: Mulliken charge in e.
CARTESIAN COORDINATES (ANGSTROEM)
C -1.10319 1.97210 0.88971  -1.20
C 1.42091 0.05910 0.61523  -0.07
O -0.29578 -2.51885 -1.98308  -0.21
O -1.38426 -0.89132 -0.22789  -0.64
O 0.96652 -2.09215 -1.50835  -0.65
Si -0.48146 0.24122 0.27817  0.67
Cl 1.37829 -0.91261 2.15949  -0.16
Cl 2.18584 1.64071 1.02702  -0.17
H -0.60450 2.79096 0.53958  0.45
H -2.14611 2.15344 0.64467  0.31
H -0.88858 1.97959 1.88673  0.41
H 2.04068 -0.29255 -0.16558  0.37
H -0.95888 -1.99779 -1.30493  0.50
H -0.12949 -2.13184 -2.85077  0.40

- HOMO-LUMO gap (eV) = 8.2
- maximum force (Eh/bohr) = 0.078
- HOMO level (eV) = -8.5036
- spin multiplicity = 1
- relative energy (zero: lowest compared OMol25 entry of this formula, charge and spin) (eV) = 2.8933

***

# 2
The following is a DFT calculation (ωB97M-V with the def2-TZVPD basis set) of a cluster of 2 separate species, C2H6Cl2OSi in total at a distorted geometry.

Last column: Mulliken charge in e.
CARTESIAN COORDINATES (ANGSTROEM)
Cl -0.73155 0.28524 1.66935  -0.16
C 0.95279 0.93653 1.95433  -0.33
Si 2.20214 0.59054 0.77849  0.40
Cl 1.91441 -0.95818 -0.48105  -0.16
H 0.88515 1.73254 2.76569  0.32
H 3.67202 0.93866 0.59232  -0.05
C -1.58856 -0.90319 -1.27707  -0.26
O -1.46209 0.45454 -1.71935  -0.48
H -2.20633 -1.06516 -0.25294  0.13
H -0.50187 -1.31265 -1.10078  0.02
H -2.18583 -1.54423 -1.92828  0.28
H -0.95028 0.84535 -1.00072  0.30

- HOMO-LUMO gap (eV) = 8.5
- maximum force (Eh/bohr) = 0.054
- SMILES string = Cl/C=[SiH]\Cl.CO
- HOMO level (eV) = -8.8544
- spin multiplicity = 1
- relative energy (zero: lowest compared OMol25 entry of this formula, charge and spin) (eV) = 6.1055

***

# 3
The following is a DFT calculation (ωB97M-V with the def2-TZVPD basis set) of the molecule C2H6ClFN2O2S at a distorted geometry.

Last column: Mulliken charge in e.
CARTESIAN COORDINATES (ANGSTROEM)
N 2.10460 0.92639 -0.42525  -0.59
C 0.82117 0.25206 -0.81820  -1.07
C -0.46918 0.85911 -0.19725  0.70
F -0.16468 1.03053 1.34833  -0.36
Cl -0.67058 2.44844 -0.70093  -0.12
S -2.13034 0.04953 -0.30615  1.12
N -2.17922 -0.60418 1.19298  -0.49
O -1.96729 -0.91822 -1.35717  -0.59
O -3.19892 0.96634 -0.39422  -0.60
H 2.24440 1.80808 -0.98502  0.29
H 1.86473 1.06741 0.54460  0.30
H 0.76736 0.40692 -1.80325  0.48
H 0.80389 -0.76116 -0.60442  0.39
H -3.12395 -0.45690 1.75905  0.29
H -1.89761 -1.50972 1.31730  0.24

- HOMO-LUMO gap (eV) = 10.7
- maximum force (Eh/bohr) = 0.097
- SMILES string = NC[C@@](F)(Cl)S(N)(=O)=O
- HOMO level (eV) = -10.2781
- spin multiplicity = 1
- relative energy (zero: lowest compared OMol25 entry of this formula, charge and spin) (eV) = 0.2185

***

# 4
The following is a DFT calculation (ωB97M-V with the def2-TZVPD basis set) of a structure of composition C2H6ClISi at a distorted geometry.

Last column: Mulliken charge in e.
CARTESIAN COORDINATES (ANGSTROEM)
C -0.02781 -0.25414 -1.53995  -0.72
C 0.10254 -0.25440 1.71681  -0.85
Si 0.87396 -0.17291 0.05201  0.50
Cl -2.40119 1.58873 -0.97067  -0.60
I 3.11771 0.73557 0.24116  -0.03
H 0.28679 -0.21708 -2.51343  0.43
H -0.82009 -1.05379 -1.51361  0.30
H -0.92744 0.66364 -1.30403  0.01
H 0.92978 -0.58469 2.38884  0.31
H -0.58964 0.59228 1.90749  0.36
H -0.54460 -1.04320 1.53537  0.30

- HOMO-LUMO gap (eV) = 6.8
- maximum force (Eh/bohr) = 0.086
- HOMO level (eV) = -8.5099
- spin multiplicity = 1
- relative energy (zero: lowest compared OMol25 entry of this formula, charge and spin) (eV) = 3.7872

***

# 5
The following is a DFT calculation (ωB97M-V with the def2-TZVPD basis set) of the ion C2H6ClN2 with charge +1.

Last column: Mulliken charge in e.
CARTESIAN COORDINATES (ANGSTROEM)
C 0.97019 -1.37334 -0.00242  -0.84
N 0.53713 0.00818 -0.01069  -0.20
C -0.70309 0.42613 -0.00236  0.80
N -1.03097 1.70551 0.00045  -0.36
Cl -1.97659 -0.70852 0.00238  -0.08
H 1.04843 -1.74539 1.02050  0.33
H 1.94708 -1.43999 -0.47423  0.31
H 0.26869 -1.99713 -0.55100  0.32
H 1.28069 0.69803 0.02567  0.27
H -0.33937 2.44281 -0.00544  0.22
H -2.00218 1.98372 -0.00285  0.23

- net charge = +1
- HOMO-LUMO gap (eV) = 11.8
- maximum force (Eh/bohr) = 0.016
- SMILES string = C/[NH+]=C(/N)Cl
- HOMO level (eV) = -15.6680
- spin multiplicity = 1
- relative energy (zero: lowest compared OMol25 entry of this formula, charge and spin) (eV) = 0.0000

***

# 6
The following is a DFT calculation (ωB97M-V with the def2-TZVPD basis set) of a cluster of 2 separate species, C2H6ClN2O in total at a distorted geometry.

Last column: Mulliken charge in e.
CARTESIAN COORDINATES (ANGSTROEM)
C 0.14446 0.87899 -0.34141  -1.00
C -0.15963 -0.40397 0.35957  -0.16
N -2.34712 -2.17825 -1.31343  -0.35
N -1.15090 -0.43580 1.15835  -0.61
O -1.21887 -1.77247 -1.73753  -0.41
Cl -2.18385 -3.66073 -0.14394  -0.47
H 0.90716 1.49950 0.23709  0.29
H 0.65891 0.66874 -1.25069  0.35
H -0.79962 1.28924 -0.42780  0.32
H -0.84768 -0.98823 -1.26820  0.41
H 0.69916 -1.12251 0.47791  0.33
H -1.32045 -1.38571 1.54180  0.29

- net charge = -1
- HOMO-LUMO gap (eV) = 5.7
- maximum force (Eh/bohr) = 0.073
- HOMO level (eV) = -1.8437
- spin multiplicity = 1
- relative energy (zero: lowest compared OMol25 entry of this formula, charge and spin) (eV) = 0.2927

***

# 7
The following is a DFT calculation (ωB97M-V with the def2-TZVPD basis set) of the molecule C2H6ClN3 at a distorted geometry.

Last column: Mulliken charge in e.
CARTESIAN COORDINATES (ANGSTROEM)
H 1.49765 0.37118 -2.57454  0.24
N 0.64156 0.22136 -2.03181  -0.58
N 0.72528 0.36954 -0.81480  0.03
C -0.45996 0.01461 -0.03956  0.37
C 0.01742 -1.18582 0.74922  -1.24
N -0.63794 1.06289 0.97249  -0.51
Cl -1.23193 2.50293 0.15925  -0.13
H -1.34491 -0.25075 -0.48878  0.49
H 0.74677 -0.79412 1.32783  0.37
H 0.53028 -1.97267 -0.03742  0.27
H -0.69599 -1.75341 1.35427  0.34
H 0.21176 1.41427 1.42384  0.35

- HOMO-LUMO gap (eV) = 9.9
- maximum force (Eh/bohr) = 0.095
- SMILES string = [H]/N=N/[C@@H](C)NCl
- HOMO level (eV) = -9.2533
- spin multiplicity = 1
- relative energy (zero: lowest compared OMol25 entry of this formula, charge and spin) (eV) = 2.7954

***

# 8
The following is a DFT calculation (ωB97M-V with the def2-TZVPD basis set) of a cluster of 2 separate species, C2H6ClNO3S in total at a distorted geometry.

Last column: Mulliken charge in e.
CARTESIAN COORDINATES (ANGSTROEM)
C -0.49286 1.19907 -0.76390  -0.67
C -0.33269 -0.15836 -0.31004  0.23
N 0.11142 -1.11597 -1.20471  -0.43
O 0.02326 -1.74266 1.58449  -0.62
O -0.19087 0.68913 2.12838  -0.60
O 1.88933 -0.19891 1.25033  -0.44
S 0.28024 -0.36159 1.32765  1.12
Cl 1.14920 1.89468 -1.19223  -0.19
H -0.64965 1.86345 0.15555  0.30
H -0.95881 1.50257 -1.68763  0.40
H -2.99247 -1.14924 -0.09374  0.04
H 0.12325 -2.13685 -0.83723  0.30
H 2.15341 0.54237 1.80474  0.35
H -0.11276 -0.82767 -2.16165  0.23

- HOMO-LUMO gap (alpha / beta) (eV) = 9.8 / 7.9
- maximum force (Eh/bohr) = 0.064
- HOMO level (alpha / beta) (eV) = -10.7492 / -8.3275
- spin multiplicity = 1
- relative energy (zero: lowest compared OMol25 entry of this formula, charge and spin) (eV) = 4.2344

***

# 9
The following is a DFT calculation (ωB97M-V with the def2-TZVPD basis set) of a structure of composition C2H6CsO at a distorted geometry.

Last column: Mulliken charge in e.
CARTESIAN COORDINATES (ANGSTROEM)
Cs 3.19273 -1.00408 0.49318  1.01
C -0.56753 -0.92120 -0.11090  -0.78
C -0.51913 0.60396 0.09390  -0.23
O 0.78142 1.06798 -0.20140  -0.51
H -0.47957 -1.15670 -1.17152  0.28
H -1.55558 -1.28833 0.16671  0.34
H 0.25213 -1.38231 0.44012  0.02
H -0.71789 0.92490 1.11644  0.28
H -1.16108 1.12790 -0.61426  0.28
H 0.77445 2.02789 -0.21226  0.29

- net charge = +1
- HOMO-LUMO gap (eV) = 10.4
- maximum force (Eh/bohr) = 0.032
- HOMO level (eV) = -14.1213
- spin multiplicity = 1
- relative energy (zero: lowest compared OMol25 entry of this formula, charge and spin) (eV) = 0.1977

***

# 10
The following is a DFT calculation (ωB97M-V with the def2-TZVPD basis set) of a structure of composition C2H6CsO at a distorted geometry.

Last column: Mulliken charge in e.
CARTESIAN COORDINATES (ANGSTROEM)
Cs -1.87949 1.31979 3.21369  1.07
C 0.54097 -0.21258 -1.13876  -0.81
C 0.12209 -0.49627 0.28715  -0.03
O -0.33682 0.77144 0.81675  -0.31
H 1.60937 -0.42361 -1.18456  0.30
H 0.47504 0.83596 -1.42912  0.34
H 0.05790 -0.74858 -1.95573  0.37
H 1.03583 -0.77093 0.81417  0.33
H -0.54775 -1.35617 0.28664  0.30
H -1.07714 1.08095 0.28975  0.44

- net charge = +2
- HOMO-LUMO gap (alpha / beta) (eV) = 14.2 / 7.3
- maximum force (Eh/bohr) = 0.060
- HOMO level (alpha / beta) (eV) = -22.1111 / -21.9417
- spin multiplicity = 2
- relative energy (zero: lowest compared OMol25 entry of this formula, charge and spin) (eV) = 0.6630